[1]
C89H216N16O16 | ωB97M-V/def2-TZVPD

Cartesian coordinates (Å):
H (-6.0483, 4.7793, -4.3724)
C (1.2573, 4.9889, -3.2258)
N (3.9566, -2.8039, -5.2621)
O (7.2831, 2.1891, -0.1862)
O (-3.6891, 4.2251, 6.0371)
H (-3.7572, 1.7719, 6.4696)
C (-7.9243, -5.0741, -1.2801)
H (3.9798, 3.8941, 1.2358)
C (-0.7186, 0.9101, -3.7915)
C (-5.7746, 2.1655, -4.6527)
N (-5.3899, -4.6562, -1.7637)
H (-5.3470, -0.1575, -8.1005)
H (-7.9634, -3.5236, -3.5707)
C (-2.7099, 2.8989, 3.8457)
C (6.9851, 1.5106, 4.7278)
H (-6.3205, -4.3857, 5.7211)
H (4.8204, 1.6628, -7.8111)
C (-1.9343, 5.2518, 3.9820)
H (1.8999, 5.3901, 6.7106)
C (-1.9541, 2.0007, -7.1028)
H (-3.7279, -1.1365, -3.2663)
H (-2.0237, -7.6508, -5.1964)
O (-4.7062, 1.5965, -1.9008)
H (-2.6915, 1.8126, -1.2443)
H (-1.0013, -1.4412, 2.0806)
C (0.1530, -2.7047, 8.3119)
H (-3.5712, 0.3164, -0.8451)
H (1.8606, 3.3808, -1.3765)
H (-0.3741, 1.9885, 1.6284)
H (7.8679, -3.8738, -1.7959)
H (-0.2149, 1.4268, -0.0372)
H (1.1875, -2.2622, 8.5374)
O (2.1306, 6.0896, 4.7346)
C (-0.4399, 2.4869, 6.9997)
H (-0.0949, 3.1060, 3.6122)
H (1.2971, -2.1084, -1.9879)
H (4.9010, -3.3435, -1.5305)
C (-3.7691, -0.6995, 2.9706)
H (0.0178, -3.4521, 1.1474)
C (3.1262, -3.7019, -6.1204)
H (-4.5879, -2.0637, 5.0622)
H (-0.1996, -3.3501, 9.1600)
C (-3.2408, -4.8909, -0.5760)
H (4.0306, 5.2387, 4.5870)
H (4.6191, -2.9625, 1.1103)
H (-7.9410, -3.2935, 4.4794)
C (0.7708, -0.3919, 2.6422)
H (1.1844, 6.7343, 0.7493)
H (5.9881, 0.3566, -8.0915)
C (-0.1542, -8.0048, -6.7917)
H (-2.6671, 1.8251, 4.2247)
C (-1.8090, 3.8595, 4.6884)
H (5.5169, 3.3709, -1.4210)
C (2.0799, 6.3142, 6.1225)
O (1.5277, 7.1448, -1.5145)
H (-2.3838, 0.9830, -7.2284)
C (5.5908, 1.3211, -1.6365)
C (-0.0351, 2.1659, 5.5786)
H (1.9900, -0.4977, 6.2374)
H (-6.3229, -1.5333, 0.2940)
H (-2.7227, -1.7604, -6.4913)
H (2.7298, 2.0991, -3.8248)
H (-0.7637, 3.2019, -2.1372)
C (4.8829, 2.4389, 5.6651)
C (-1.5084, -5.3562, -4.1383)
H (-1.5629, -1.0135, -0.0725)
H (2.6873, 0.3515, 5.0500)
H (-1.7142, 4.3783, 8.4762)
N (-1.0705, -0.6735, 9.0915)
H (6.7145, 1.7938, 3.7153)
H (5.0517, -0.7105, -1.3620)
H (-6.9087, -3.0835, 0.7779)
H (5.3858, 2.4694, -4.3884)
C (-0.3156, 1.1133, 0.9915)
C (-1.7060, 2.1679, -5.5756)
H (-5.7772, -2.6312, -8.1361)
H (-4.9678, -6.5027, 0.3128)
N (-3.0700, 2.9515, -7.5298)
H (2.6137, 4.1810, 4.7904)
C (5.3328, 0.3588, 8.0220)
C (6.3999, 0.9661, 7.0969)
H (-8.8930, -4.8564, -1.6359)
C (2.0259, 1.4248, 1.5303)
C (2.9960, 5.1072, 4.2724)
C (-7.1550, -2.5652, 4.3824)
N (3.1172, 6.2417, 2.1538)
H (-3.5724, -4.1892, 6.0471)
H (-2.9729, -1.5750, 7.6610)
H (-6.9432, -1.9767, 5.2620)
H (3.0068, 6.7491, 6.5211)
H (1.8424, -0.5942, 2.9630)
H (-5.3718, 3.4302, -1.4306)
C (3.9720, -4.8401, -6.6332)
H (2.4284, 6.8424, 2.5815)
H (2.9493, 0.9311, 1.8481)
H (5.3780, 3.3990, 5.8402)
H (2.3530, 4.9288, -0.6853)
C (-3.5327, -1.5473, -5.7378)
C (4.0674, 3.9949, 2.3427)
H (6.2355, 1.3558, -2.5079)
C (-2.7050, 1.5772, 6.7159)
H (3.2011, -2.6827, 6.0079)
H (7.2904, 0.2480, 7.0627)
H (-3.6578, 2.4064, -8.1004)
O (-5.3030, -6.0503, -2.0526)
H (-4.1216, -2.8896, -7.9845)
O (1.2346, -2.9773, -4.6682)
H (4.1835, 2.5215, -5.7753)
C (0.9480, 0.3269, 1.3335)
C (-0.7603, -1.5954, -0.6051)
H (-0.3301, -2.7920, -6.0660)
H (-3.9355, 1.9142, -0.0103)
H (4.1905, 2.8078, -2.4685)
H (-5.1236, 1.2894, -4.4262)
C (7.3099, -2.0712, -2.5840)
C (-6.8193, -4.1625, -1.9504)
N (5.2538, -0.0989, 5.1817)
H (2.3089, 5.2279, -3.0988)
H (-1.2656, 8.5416, -1.5954)
H (-2.9001, 5.6494, 4.0011)
H (3.9983, 6.6373, 2.4254)
C (-1.9190, 2.8359, 7.0100)
H (-4.8970, -5.3229, 1.6620)
H (4.1276, 3.0785, 2.9343)
C (-4.8645, -1.4212, -6.6244)
H (1.8027, 2.0500, 2.4066)
C (-2.1485, -2.2849, 7.6064)
H (2.1585, -4.8488, -4.5438)
H (-4.0379, 3.3173, -2.5581)
H (-4.7086, 0.5789, -6.8218)
O (1.7416, 0.1166, -0.9196)
N (6.6456, 0.1518, -5.3158)
C (-1.9009, 6.1176, -0.6211)
H (6.5955, -1.5630, -3.2428)
H (-6.2315, -2.0750, -2.0330)
O (4.7375, 0.0889, 3.8668)
O (-1.1044, 0.9086, -5.1502)
H (-4.2230, -2.4196, -0.5901)
H (-3.2172, -2.8258, -2.7994)
H (4.4919, -4.6250, -7.5898)
C (5.8467, 1.2574, 5.6850)
N (6.5861, -4.3297, -3.3642)
C (0.5434, -2.5220, 1.4086)
H (-1.0117, 3.0894, -5.4446)
H (0.9630, -3.5419, -1.2407)
C (5.9480, -3.5545, -1.0893)
O (6.2670, -2.6455, -0.0723)
H (2.4496, -2.6211, -0.6981)
N (-5.5981, -4.4862, 4.9675)
H (6.9535, 0.2212, -0.3514)
C (-4.6968, -2.4750, 4.0906)
O (-5.0041, -1.4161, 3.1598)
H (7.5145, -0.0944, -5.8156)
H (2.6864, 0.3057, -3.4496)
H (1.5576, -2.8660, 1.7095)
H (-3.7899, -2.9916, 3.7718)
C (1.9011, -4.1344, -5.3347)
H (-1.4378, -1.1955, 9.8917)
H (-2.1069, 2.7450, 9.1851)
H (-4.1705, -4.7989, -4.5374)
H (6.0647, -2.4394, 1.9091)
H (6.7910, 1.9270, 7.4153)
H (1.2910, 3.9697, -3.6267)
H (4.7342, -5.0297, -5.8505)
H (-5.2515, 2.8877, -5.1996)
C (-6.1311, 2.9180, -3.3296)
H (-1.2689, 6.0005, 4.4633)
C (4.1542, -0.7664, 6.0498)
H (-1.6011, 5.1368, 2.9669)
C (2.8870, 0.0123, 6.0156)
H (3.4406, -5.7509, -6.7597)
C (2.7817, 1.0825, -4.2292)
H (2.7308, -3.1179, -6.9041)
H (-1.7256, -4.6189, -3.4060)
H (-1.2389, -2.5410, -0.9341)
H (-7.5761, -6.0999, -1.4692)
C (-2.4424, -5.5936, -5.3230)
H (-3.3803, 3.7240, 8.3840)
H (-2.9926, -1.3199, 2.5883)
C (-6.8928, -2.7091, -1.3964)
C (-3.6560, 1.4319, -0.9520)
H (7.6112, 0.5789, 4.7193)
H (8.3291, 1.0166, 1.1665)
H (-0.5622, -1.0237, -1.5624)
H (-2.6626, -7.0903, -6.8279)
H (-6.2292, -3.3978, -4.0253)
H (-4.3896, -6.1866, -5.4508)
N (-4.6402, -0.2190, -7.4567)
C (-6.3559, -2.5637, -0.0117)
C (4.8956, 1.8712, -5.1763)
C (0.4979, -2.1993, -5.6044)
H (-7.3351, -1.8081, 3.5735)
H (1.3166, 7.0841, 6.3497)
C (-1.7078, 4.6094, -0.7331)
C (-0.8370, 8.3154, -0.6306)
H (-0.2570, -2.1947, 3.4476)
H (-1.5169, 8.5797, 0.1644)
H (2.1422, 6.6238, -0.9493)
H (1.9493, 4.6355, 2.5569)
H (-2.3067, 0.8993, 5.9670)
H (-6.0014, -3.8071, 3.0171)
C (-4.7127, -4.5161, -0.4443)
H (-1.6168, 1.0141, -3.1534)
N (4.6555, 0.2040, -1.7558)
C (-2.3145, 3.4282, 8.3600)
C (4.6872, -0.9526, 7.4535)
H (-3.3526, -0.3531, 3.9099)
H (6.7704, -5.2910, -3.1733)
H (-0.2865, 3.0217, -7.9372)
H (-6.6865, 1.7672, -5.1158)
C (-0.7569, 4.3271, -1.9240)
C (-0.5691, 6.8207, -0.4525)
C (0.6560, -1.7646, 0.0448)
H (-0.8965, 1.6020, -8.9607)
C (-4.9940, -2.7020, -7.4327)
C (1.5310, 4.2887, -0.8749)
O (-3.6367, -2.5404, -4.7342)
N (0.3405, 6.4261, -1.5695)
C (-0.6940, 2.0214, -7.9382)
H (7.7328, 2.1893, 5.0755)
H (-3.1566, -5.9052, -0.9840)
C (-0.0428, -1.6660, 2.5034)
H (-3.4142, -0.5341, -5.4325)
C (8.0494, 2.0890, 1.0097)
H (6.2203, -0.7003, -4.9041)
H (4.8556, -2.6639, 5.2977)
H (-2.5847, 6.3468, 0.2475)
N (1.3975, -0.5582, 0.3086)
H (-0.5978, 1.2427, 5.2443)
H (-2.7438, -4.2374, -1.2952)
H (7.4728, 2.4572, 1.8327)
H (-0.4522, -1.0006, 7.1859)
H (-0.0263, 5.5363, 1.0735)
H (4.6342, -2.2885, -5.7879)
C (1.3954, -2.5732, -0.9704)
H (-7.9688, -4.8804, -0.2191)
H (-5.1439, -3.5643, -6.7726)
N (-6.4954, 4.3128, -3.5470)
H (-2.7168, 0.9071, 7.5802)
H (-4.7999, -6.0899, -2.9193)
C (-4.9958, 2.9114, -2.2905)
H (7.3845, -1.4674, -1.7019)
H (-1.6454, -6.2318, -3.4498)
C (4.7612, 2.6043, -1.5498)
H (-4.0458, 0.1585, 2.3016)
H (1.0482, 3.9192, 0.0540)
H (-2.6913, 3.7521, -8.0037)
C (-6.9745, -4.0484, -3.4731)
H (4.3412, 2.3945, 4.7502)
H (-5.7781, -1.3509, -6.0884)
C (-1.9889, -6.8797, -5.9945)
H (-1.3337, 4.1834, 0.1375)
O (4.1521, 0.8253, -4.5956)
H (-2.0071, -4.8350, 6.6317)
H (-2.6936, -4.8794, 0.3724)
C (-5.8886, -3.3768, 4.0623)
H (-2.1808, -4.2239, 4.9700)
H (-0.0638, -8.7626, -5.9260)
H (-0.0992, 1.7671, -3.5881)
C (5.9578, 1.1913, -6.0460)
H (-6.9853, 2.5320, -2.7505)
H (-0.7405, -8.5370, -7.5461)
C (2.9504, 4.9782, 2.7957)
N (-3.7910, -5.7361, -4.7530)
H (-0.4594, -5.2580, -4.4163)
O (-2.0508, -2.7451, 6.2590)
H (-2.4149, 2.8656, 2.7803)
H (4.5225, 0.1212, -7.1299)
H (5.5555, -1.6969, 7.4936)
H (8.2411, -2.0060, -3.1074)
H (6.7519, 1.8785, -6.3684)
H (-2.1385, -1.6685, -3.6269)
H (0.1141, -1.3841, -5.0385)
C (0.5750, 4.9758, -1.8230)
H (-3.7623, 4.9309, 6.6506)
H (1.2118, -4.5667, -6.0652)
H (2.9176, 0.8370, 6.7375)
C (-3.1745, -2.0281, -3.5220)
O (-0.6907, -6.7380, -6.5408)
H (2.7557, 0.1118, -0.9643)
H (4.4465, 0.1509, -2.7255)
H (3.8894, -1.4115, 8.0468)
C (-4.9324, -3.0461, 0.0114)
H (5.8050, 0.1320, 8.9765)
H (0.4068, 0.2809, 3.4565)
H (5.4150, -0.3840, 3.4417)
H (-3.7542, 3.2802, 3.8996)
H (-4.5735, -2.9875, 1.0444)
H (-0.0455, -0.0104, -3.5352)
H (4.1712, 2.3054, 6.4860)
H (0.1688, 3.3448, 7.3982)
H (-5.5726, -5.3905, 4.5211)
H (3.4068, -2.1637, -4.6602)
H (-2.6464, 2.1735, -5.1398)
H (-1.2992, 0.5518, 1.0177)
N (-2.3034, 3.9544, 6.0376)
H (-7.8711, -2.2781, -1.4094)
H (-7.4830, 4.3329, -3.7719)
H (8.9091, 2.7500, 0.9480)
H (-0.2977, -0.0974, 9.3699)
C (0.0859, 6.5531, 0.9131)
H (5.8159, -4.5625, -0.6781)
H (0.0185, 1.3830, -7.4726)
C (7.0014, -3.4918, -2.2297)
H (0.7443, 5.6844, -3.9016)
H (2.1329, 2.0365, 0.6484)
H (0.1585, 8.7562, -0.5240)
H (-0.3071, 1.6007, 7.6316)
C (-0.3800, 3.3532, 4.6570)
H (1.0942, -1.8080, -6.4222)
C (-0.8528, -1.6316, 8.0119)
C (6.3804, 1.1472, -0.3593)
H (3.4665, -2.0570, 4.3619)
H (-1.2687, 4.8564, -2.7299)
H (-2.3483, -3.2356, 8.1747)
H (-6.9949, -5.0522, -3.9166)
H (1.0832, 2.0560, 5.3617)
H (-6.3154, -5.4369, 0.8652)
H (-2.4060, -4.8522, -6.1173)
H (0.2790, -3.3984, 7.4700)
H (-0.2613, 7.2778, 1.6908)
C (-2.4649, -4.0451, 5.9831)
H (4.1230, 2.4657, -0.7212)
C (5.7126, -3.1090, 1.1566)
H (-2.6715, 4.1093, -0.9516)
H (2.0727, 1.0652, -5.0808)
H (5.6253, -4.2524, -3.6405)
H (6.0766, -4.0930, 1.3453)
C (5.2846, 0.7864, -7.3479)
C (3.8963, -2.1419, 5.4000)
C (-5.2696, -5.4972, 0.6413)
H (5.0627, 4.5194, 2.3955)
H (0.2429, 4.1536, 4.9662)
H (0.8849, -7.8219, -7.1733)
H (4.5635, 1.1181, 8.2272)
H (-2.3536, 6.5065, -1.5401)
H (5.5834, 1.1799, 0.4741)

- max |F| (eV Å⁻¹) = 3.570
- LUMO energy (eV) = 0.54
- spin multiplicity = 1
- gap between HOMO and LUMO (eV) = 8.6
- energy (hartree) = -5599.985646
- HOMO (eV) = -8.028
- relative energy (zero: lowest compared OMol25 entry of this formula, charge and spin) (kcal/mol) = 0.0


[2]
C27H21F10N5O4SSn | ωB97M-V/def2-TZVPD

Cartesian coordinates (Å):
F (-3.6297, 6.4646, -1.5489)
C (5.4182, -0.9740, 2.3041)
H (0.9794, -1.1262, 3.4343)
N (-5.0791, -1.1443, 3.6991)
F (1.4105, 1.5892, -2.8357)
C (1.3056, -4.1773, -3.6654)
F (-1.9660, 1.7944, -1.9649)
C (-0.3640, -2.4749, -3.3781)
C (-1.3667, 4.5118, 0.5071)
O (-2.6245, -1.8057, -2.8916)
H (2.4959, 1.4987, 1.9358)
H (-3.1713, 1.3157, 2.9328)
C (2.0187, -3.6192, -2.6759)
H (-4.2087, -1.5754, 1.2903)
H (1.5818, -5.1436, -4.0730)
C (1.6005, -2.5492, 1.2312)
H (4.7078, 2.3145, 2.5854)
F (-0.0539, 3.1533, -3.1255)
C (1.2646, -0.2834, 0.0911)
F (-0.1432, 4.6841, 1.0299)
C (-4.3370, -0.3720, 2.9150)
H (2.8974, -4.0960, -2.2610)
H (0.5910, -2.8273, 0.9208)
O (2.3217, -0.3538, -0.9091)
H (6.6115, 0.7361, 2.8184)
H (-1.1657, -1.9939, -5.4791)
N (0.2608, -1.9191, -2.3273)
O (3.8293, -1.9703, -1.3879)
H (1.2240, 0.7813, 0.3277)
N (-4.0116, -0.6549, 1.6457)
C (0.6932, -0.6361, 2.4994)
C (3.3098, 0.7920, 2.0462)
F (-0.9555, 0.6196, -3.5252)
C (0.1229, -3.5079, -4.1434)
C (-0.8159, 1.0670, -2.2165)
C (0.2933, 2.1179, -2.3217)
C (-3.3343, 3.2702, 0.1455)
H (1.8009, -3.0411, 2.1886)
C (-3.1272, 5.4524, -0.8154)
H (-0.4859, -3.9419, -4.9242)
C (-1.7593, -2.0094, -3.6945)
C (-3.8597, 4.2982, -0.6124)
C (-5.5236, -2.2821, 3.2017)
F (0.5935, 2.6454, -1.1269)
H (2.2920, -2.9440, 0.4880)
C (4.5618, 1.2553, 2.4102)
F (-1.1539, 6.6776, -0.4305)
F (-4.0949, 2.1771, 0.2988)
C (4.1549, -1.4355, 1.9416)
H (4.0192, -2.4929, 1.7584)
N (-3.9167, 0.8021, 3.4144)
H (4.2016, -1.4034, -0.6992)
C (5.6292, 0.3731, 2.5406)
C (1.6778, -1.0255, 1.3860)
O (-2.0114, -1.8839, -5.0219)
H (-0.3193, -0.9548, 2.2410)
H (6.2373, -1.6782, 2.3966)
F (-5.0830, 4.1914, -1.1594)
H (-3.3163, -0.0991, 1.1595)
C (-2.0684, 3.3249, 0.7346)
S (-1.3922, 2.0069, 1.6466)
H (0.6639, 0.4403, 2.6624)
N (-5.9402, -3.3022, 2.8329)
C (-1.8725, 5.5532, -0.2476)
C (3.0771, -0.5650, 1.8017)
C (1.6264, -2.3071, -2.1589)
Sn (-0.7924, -0.7194, -0.7220)
H (-4.0490, 0.9233, 4.4016)
C (2.5198, -1.5415, -1.5219)

- max |F| (eV Å⁻¹) = 0.103
- LUMO energy (eV) = 4.29
- spin multiplicity = 1
- charge = -2
- gap between HOMO and LUMO (eV) = 5.6
- energy (hartree) = -3227.470699
- HOMO (eV) = -1.289
- relative energy (zero: lowest compared OMol25 entry of this formula, charge and spin) (kcal/mol) = 0.0


[3]
C4H3Br2NO | ωB97M-V/def2-TZVPD

Cartesian coordinates (Å):
C (0.3484, 2.0049, -0.1526)
C (0.8714, -0.2845, -0.5603)
H (-0.4140, 2.5516, 0.3663)
Br (4.3124, 2.7634, 1.7764)
C (2.6641, 2.7680, 0.9819)
Br (0.3398, 2.0782, -2.2251)
H (1.3278, -2.0902, -0.5450)
C (1.6520, 2.4949, 0.3525)
O (0.6984, -1.5453, -0.0740)
N (0.2909, 0.6226, 0.1967)
H (-0.4560, 0.3717, 0.9150)

- max |F| (eV Å⁻¹) = 3.267
- LUMO energy (eV) = 0.08
- spin multiplicity = 1
- gap between HOMO and LUMO (eV) = 8.7
- energy (hartree) = -5432.088763
- HOMO (eV) = -8.634
- relative energy (zero: lowest compared OMol25 entry of this formula, charge and spin) (kcal/mol) = 63.3